ORCA calculation (the ωB97M-V functional and the def2-TZVPD basis) on a single C5H10O molecule at a distorted geometry.

Results
- multiplicity = 1
- SMILES = CCCCC=O
- gap between HOMO and LUMO (eV) = 10.674
- energy relative to the best compared isomer or geometry (same formula, charge and spin) (kcal/mol) = 23.7
- HOMO (eV) = -9.749

Each line ends with the Mulliken charge.
Element x y z (Å)
O  0.002  2.226  1.868  -0.46
C  -0.564  1.167  1.877  0.02
C  0.224  -0.129  1.579  -0.70
C  -0.172  -0.790  0.254  -0.56
C  -0.041  0.228  -0.908  -0.39
C  0.449  -0.403  -2.228  -1.20
H  -1.488  0.986  2.465  0.34
H  0.088  -0.856  2.373  0.36
H  1.253  0.247  1.628  0.32
H  -1.235  -1.031  0.313  0.27
H  0.374  -1.731  0.128  0.40
H  0.578  1.051  -0.550  0.36
H  -1.053  0.630  -1.062  0.27
H  0.742  0.351  -2.963  0.33
H  -0.385  -0.825  -2.805  0.29
H  1.228  -1.118  -1.971  0.34